A | 19
Properties=species:S:1:pos:R:3 method="wB97M-V/def2-TZVPD" mol_weight_g_mol=104.15 lumo_ev=1.05 charge=0 spin_multiplicity=1 smiles=NC[C@@H](N)CCO
N -2.430 0.045 0.937
C -1.130 -0.645 0.936
C -0.079 0.400 0.498
N 0.089 1.532 1.399
C 1.204 -0.265 0.034
C 1.272 -0.986 -1.309
O 1.215 -0.073 -2.400
H -2.707 0.116 -0.031
H -3.172 -0.431 1.433
H -1.055 -1.467 0.221
H -0.895 -0.908 1.970
H -0.527 0.863 -0.395
H -0.721 2.121 1.292
H 0.076 1.227 2.334
H 2.040 0.421 0.208
H 1.474 -1.044 0.773
H 2.217 -1.533 -1.315
H 0.415 -1.654 -1.369
H 1.932 0.554 -2.247

B | 19
Properties=species:S:1:pos:R:3 method="wB97M-V/def2-TZVPD" mol_weight_g_mol=104.15 lumo_ev=0.84 charge=0 spin_multiplicity=1 smiles="N/C=C/CCN.O"
N -1.667 -1.085 0.384
C -0.487 -0.284 0.202
C 0.768 -0.661 0.339
C 1.950 0.300 0.110
C 1.505 1.830 0.144
N 0.779 2.176 1.323
H -2.435 -0.541 0.590
H -1.394 -1.798 1.124
H -0.564 0.564 -0.476
H 0.941 -1.664 0.791
H 2.545 -0.040 -0.772
H 2.501 0.211 1.122
H 1.032 2.044 -0.877
H 2.444 2.392 0.059
H 0.042 1.502 1.520
H 1.339 1.843 2.110
O -2.380 -1.969 -2.193
H -1.868 -1.661 -1.383
H -1.744 -1.848 -2.985

C | 19
Properties=species:S:1:pos:R:3 method="wB97M-V/def2-TZVPD" mol_weight_g_mol=104.15 lumo_ev=1.00 charge=0 spin_multiplicity=1 smiles="[H]/N=C/NCCC.O"
H 1.601 -2.298 1.121
N 1.438 -1.563 0.449
C 0.303 -1.495 -0.101
N -0.012 -0.575 -1.066
C -1.370 -0.089 -1.152
C -1.673 1.124 -0.267
C -1.472 0.820 1.205
H -0.529 -2.168 0.127
H 0.674 0.157 -1.181
H -2.053 -0.883 -0.884
H -1.632 0.160 -2.169
H -1.072 1.976 -0.597
H -2.707 1.415 -0.474
H -1.856 -0.149 1.434
H -0.441 0.825 1.515
H -1.958 1.521 1.886
O 2.575 1.218 0.652
H 2.417 0.250 0.662
H 2.664 1.384 -0.293

D | 19
Properties=species:S:1:pos:R:3 method="wB97M-V/def2-TZVPD" mol_weight_g_mol=104.15 lumo_ev=0.76 charge=0 spin_multiplicity=1
C 1.646 1.039 0.444
N 0.874 -0.208 0.462
N 1.611 -1.334 -0.028
H 0.308 -0.308 1.454
H 2.042 -1.111 -0.925
H 2.367 -1.552 0.617
H 2.501 0.953 1.118
H 1.982 1.281 -0.569
H 1.032 1.862 0.810
C -1.474 -1.335 -0.477
C -1.385 1.201 -0.549
C -1.054 -0.059 0.232
O -1.222 -0.025 1.531
H -2.565 -1.382 -0.461
H -1.123 -1.358 -1.511
H -1.074 2.085 0.009
H -2.467 1.254 -0.683
H -0.910 1.198 -1.534
H -1.090 -2.202 0.059

Which one sits at the top of the stability order? C does.

A | 19
Properties=species:S:1:pos:R:3 method="wB97M-V/def2-TZVPD" mol_weight_g_mol=104.15 lumo_ev=0.80 charge=0 spin_multiplicity=1 smiles=CN[C@](C)(O)CN
C 1.646 1.544 -0.800
N 0.417 0.798 -1.002
C 0.043 -0.265 0.047
C 0.185 0.250 1.467
O 0.796 -1.445 -0.074
C -1.388 -0.416 -0.432
N -2.088 -1.534 0.394
H 2.516 0.892 -0.645
H 1.531 2.195 0.066
H 1.828 2.178 -1.669
H 0.410 0.398 -1.936
H 1.239 0.321 1.723
H -0.294 -0.441 2.156
H -0.275 1.230 1.553
H 0.623 -1.852 -0.931
H -1.972 0.485 -0.269
H -1.442 -0.784 -1.460
H -1.480 -2.346 0.478
H -2.293 -1.208 1.333

B | 19
Properties=species:S:1:pos:R:3 method="wB97M-V/def2-TZVPD" mol_weight_g_mol=104.15 lumo_ev=0.70 charge=0 spin_multiplicity=1
H 1.907 0.952 2.402
N 1.952 -0.087 2.430
C 1.882 -0.577 1.269
N 1.180 0.036 0.259
C 0.082 0.882 0.532
C -0.491 1.872 -0.669
C -1.869 1.545 -1.522
H 2.294 -1.508 0.848
H 1.664 0.241 -0.604
H 0.467 1.629 1.150
H -0.802 0.317 0.968
H -0.409 2.974 -0.321
H 0.386 1.554 -1.349
H -2.668 0.981 -0.983
H -2.274 2.523 -1.855
H -1.513 0.908 -2.443
O -0.203 -4.773 -0.035
H -0.833 -5.503 0.060
H -0.752 -3.967 -0.136

C | 19
Properties=species:S:1:pos:R:3 method="wB97M-V/def2-TZVPD" mol_weight_g_mol=104.15 lumo_ev=0.99 charge=0 spin_multiplicity=1 smiles=C[C@@H](O)CNCN
C 0.853 -2.714 0.103
C 1.029 -1.225 0.413
O 2.179 -0.603 -0.118
C -0.261 -0.490 -0.030
N -0.010 0.944 -0.168
C -1.231 1.725 -0.124
N -0.881 3.135 -0.151
H 0.674 -2.978 -0.935
H 0.058 -2.956 0.816
H 1.713 -3.318 0.403
H 1.066 -1.115 1.504
H 1.882 0.066 -0.774
H -0.521 -0.913 -1.018
H -1.172 -0.761 0.511
H 0.569 1.207 0.616
H -1.894 1.442 -0.955
H -1.857 1.484 0.752
H -1.589 3.720 0.254
H -0.606 3.353 -1.100

Which one sits at the top of the stability order? A does.